Record 1
DFT (wB97M-V/def2-TZVPD) results for a cluster of 2 separate species, C5H14 in total at a distorted geometry.

Positions of all 19 atoms, in Å:
C: 1.181 0.736 -1.660
C: 0.421 -0.578 -1.446
C: 0.286 -1.592 -2.584
H: 0.877 1.501 -0.953
H: 2.230 0.533 -1.427
H: 1.184 1.109 -2.683
H: -0.569 -0.402 -1.006
H: 0.875 -1.037 -0.558
H: 0.813 -2.517 -2.366
H: 0.590 -1.246 -3.572
H: -0.740 -1.852 -2.674
C: -0.238 0.930 2.301
C: -1.509 0.406 2.984
H: 0.680 0.675 2.795
H: -0.184 0.557 1.275
H: -0.299 2.007 2.186
H: -2.110 1.235 3.356
H: -1.324 -0.344 3.750
H: -2.164 -0.118 2.282

electronic energy	-198.87014	Ha

Atom charges from the Mulliken analysis, given in e for atoms 1 to 6: number 1, C, carries -1.0873; number 2, C, carries -0.1480; number 3, C, carries -1.0801; number 4, H, carries 0.2820; number 5, H, carries 0.2676; number 6, H, carries 0.3665


Record 2
DFT (wB97M-V/def2-TZVPD) results for a cluster of 2 separate species, C5H14 in total at a distorted geometry.

Positions of all 19 atoms, in Å:
C: -1.499 -0.399 1.050
C: -0.992 -1.311 -0.065
C: -0.791 -2.809 0.300
H: -0.864 0.476 1.193
H: -2.522 -0.092 0.857
H: -1.467 -0.950 1.997
H: -0.044 -0.916 -0.451
H: -1.571 -1.265 -0.989
H: -1.282 -3.490 -0.383
H: -1.172 -2.963 1.310
H: 0.274 -3.022 0.366
C: 1.386 2.597 -1.297
C: 1.795 1.804 -0.041
H: 1.003 1.938 -2.068
H: 0.536 3.256 -1.096
H: 2.204 3.193 -1.689
H: 1.870 2.497 0.789
H: 2.764 1.346 -0.208
H: 1.076 0.999 0.123

electronic energy	-198.87422	Ha

Atom charges from the Mulliken analysis, given in e for atoms 1 to 6: number 1, C, carries -0.8832; number 2, C, carries -0.1072; number 3, C, carries -1.0461; number 4, H, carries 0.1879; number 5, H, carries 0.2549; number 6, H, carries 0.2994


Record 3
DFT (wB97M-V/def2-TZVPD) results for a cluster of 2 separate species, C5H14 in total.

Positions of all 19 atoms, in Å:
C: 2.297 -0.138 0.818
C: 0.856 -0.432 1.283
C: 0.721 -0.472 2.787
H: 2.571 0.836 1.221
H: 2.322 -0.085 -0.271
H: 2.970 -0.925 1.154
H: 0.227 0.349 0.844
H: 0.498 -1.370 0.854
H: 1.225 -1.344 3.210
H: 1.197 0.402 3.242
H: -0.313 -0.484 3.134
C: -1.547 0.482 -1.569
C: -2.108 0.449 -2.995
H: -1.611 1.485 -1.146
H: -2.083 -0.237 -0.951
H: -0.496 0.192 -1.579
H: -2.112 -0.588 -3.332
H: -1.490 1.039 -3.671
H: -3.124 0.840 -3.034

electronic energy	-198.88726	Ha

Atom charges from the Mulliken analysis, given in e for atoms 1 to 6: number 1, C, carries -1.1689; number 2, C, carries 0.1137; number 3, C, carries -1.2544; number 4, H, carries 0.3309; number 5, H, carries 0.3062; number 6, H, carries 0.3286


Record 4
DFT (wB97M-V/def2-TZVPD) results for a cluster of 2 separate species, C5H14 in total.

Positions of all 19 atoms, in Å:
C: -0.416 -1.120 0.442
C: 0.943 -1.731 0.099
C: 0.950 -3.283 0.137
H: -1.074 -1.060 -0.425
H: -0.273 -0.119 0.862
H: -0.911 -1.685 1.234
H: 1.277 -1.452 -0.902
H: 1.683 -1.322 0.790
H: 0.991 -3.697 -0.866
H: 1.830 -3.649 0.666
H: 0.031 -3.649 0.574
C: -1.400 2.841 -0.461
C: 0.123 2.833 -0.205
H: -1.583 3.484 -1.318
H: -1.802 1.853 -0.642
H: -1.939 3.233 0.400
H: 0.348 2.969 0.851
H: 0.573 1.911 -0.534
H: 0.649 3.644 -0.701

electronic energy	-198.87736	Ha

Atom charges from the Mulliken analysis, given in e for atoms 1 to 6: number 1, C, carries -1.0358; number 2, C, carries -0.2529; number 3, C, carries -0.9955; number 4, H, carries 0.2519; number 5, H, carries 0.2021; number 6, H, carries 0.4208


Record 5
DFT (wB97M-V/def2-TZVPD) results for a cluster of 2 separate species, C5H14 in total at a distorted geometry.

Positions of all 19 atoms, in Å:
C: 1.678 -0.469 -1.285
C: 0.203 -0.945 -1.146
C: -0.770 -0.196 -1.970
H: 2.331 -1.313 -1.077
H: 1.937 0.094 -0.368
H: 1.906 0.020 -2.221
H: 0.336 -2.045 -1.140
H: -0.051 -0.955 -0.078
H: -0.773 -0.247 -3.060
H: -1.814 -0.474 -1.723
H: -0.869 0.846 -1.646
C: -0.495 0.437 2.779
C: -0.589 1.090 1.418
H: -1.463 0.029 3.063
H: 0.162 -0.418 2.969
H: -0.207 1.143 3.567
H: -0.540 2.157 1.542
H: -1.383 0.600 0.872
H: 0.288 0.953 0.761

electronic energy	-198.84533	Ha

Atom charges from the Mulliken analysis, given in e for atoms 1 to 6: number 1, C, carries -0.9349; number 2, C, carries -0.0878; number 3, C, carries -1.1958; number 4, H, carries 0.3332; number 5, H, carries 0.2401; number 6, H, carries 0.2823


Record 6
DFT (wB97M-V/def2-TZVPD) results for a cluster of 2 separate species, C5H14 in total at a distorted geometry.

Positions of all 19 atoms, in Å:
C: -0.050 2.216 1.650
C: 0.692 1.083 0.956
C: 1.079 1.167 -0.497
H: 0.560 2.629 2.449
H: -1.073 1.879 1.954
H: -0.237 2.981 0.849
H: 1.625 0.826 1.527
H: 0.207 0.135 1.203
H: 0.984 2.230 -0.797
H: 2.135 0.996 -0.714
H: 0.576 0.692 -1.349
C: -0.338 -2.104 -1.524
C: -1.322 -2.134 -0.354
H: -0.647 -2.812 -2.301
H: -0.182 -1.119 -1.945
H: 0.618 -2.472 -1.179
H: -2.328 -2.476 -0.526
H: -1.411 -1.121 0.054
H: -0.889 -2.596 0.544

electronic energy	-198.85397	Ha

Atom charges from the Mulliken analysis, given in e for atoms 1 to 6: number 1, C, carries -0.9557; number 2, C, carries -0.0978; number 3, C, carries -1.0202; number 4, H, carries 0.2664; number 5, H, carries 0.2464; number 6, H, carries 0.2653


Record 7
DFT (wB97M-V/def2-TZVPD) results for a cluster of 2 separate species, C5H14 in total at a distorted geometry.

Positions of all 19 atoms, in Å:
C: 1.708 1.785 0.733
C: 0.346 1.176 1.173
C: 0.579 -0.178 1.840
H: 2.091 1.166 -0.113
H: 2.374 1.775 1.610
H: 1.570 2.804 0.409
H: -0.240 1.826 1.785
H: -0.307 1.076 0.300
H: 1.639 -0.291 2.033
H: 0.095 -0.215 2.885
H: 0.114 -1.043 1.340
C: -0.597 -1.693 -1.700
C: -1.779 -0.758 -1.864
H: 0.377 -1.303 -1.513
H: -0.949 -2.370 -0.917
H: -0.630 -2.420 -2.527
H: -2.035 -0.292 -0.897
H: -2.788 -1.132 -2.038
H: -1.566 0.086 -2.538

electronic energy	-198.86176	Ha

Atom charges from the Mulliken analysis, given in e for atoms 1 to 6: number 1, C, carries -1.2062; number 2, C, carries -0.0408; number 3, C, carries -0.9281; number 4, H, carries 0.2541; number 5, H, carries 0.3458; number 6, H, carries 0.3623


Record 8
DFT (wB97M-V/def2-TZVPD) results for a cluster of 2 separate species, C5H14 in total at a distorted geometry.

Positions of all 19 atoms, in Å:
C: 0.659 2.229 -0.945
C: 1.673 1.813 0.073
H: -0.197 1.514 -0.925
H: 0.172 3.182 -0.734
H: 1.014 2.137 -1.971
H: 2.616 2.344 0.264
H: 2.203 0.906 -0.272
H: 1.214 1.646 1.047
C: -0.505 -1.020 0.618
C: -1.990 -1.391 0.949
C: -0.014 -1.923 -0.462
H: -0.532 0.072 0.367
H: 0.248 -0.937 1.431
H: -2.164 -2.456 0.866
H: -0.840 -2.296 -1.070
H: 0.532 -1.256 -1.166
H: -2.593 -0.836 0.228
H: -2.180 -0.995 1.958
H: 0.682 -2.733 -0.255

charge	+1
2S+1	2
electronic energy	-198.46801	Ha

Atom charges from the Mulliken analysis, given in e for atoms 1 to 6: number 1, C, carries -0.6558; number 2, C, carries -0.7677; number 3, H, carries 0.2137; number 4, H, carries 0.3080; number 5, H, carries 0.3083; number 6, H, carries 0.3416


Record 9
DFT (wB97M-V/def2-TZVPD) results for a structure of composition C5H14AuClFeO at a distorted geometry.

Positions of all 23 atoms, in Å:
Fe: -0.202 2.264 -2.003
Cl: -1.049 0.295 -1.991
C: 1.604 2.689 -2.663
C: -1.305 3.792 -1.445
H: 1.777 3.768 -2.520
H: 2.348 2.094 -2.111
H: 1.640 2.439 -3.738
H: -0.691 4.706 -1.479
H: -1.683 3.605 -0.427
H: -2.149 3.867 -2.152
Au: 0.387 -1.346 0.762
C: 0.978 -1.844 -1.111
C: 0.047 -1.202 2.689
H: 1.761 -1.220 -1.555
H: 1.424 -2.801 -0.778
H: 0.146 -2.018 -1.790
H: -0.651 -0.382 2.820
H: 1.000 -1.075 3.208
C: -1.113 -3.605 3.260
O: -0.521 -2.351 3.158
H: -1.998 -3.471 3.867
H: -0.376 -4.240 3.727
H: -1.375 -3.963 2.269

charge	-1
2S+1	8
electronic energy	-2133.43204	Ha

Atom charges from the Mulliken analysis, given in e for atoms 1 to 6: number 1, Fe, carries 0.3511; number 2, Cl, carries -0.3944; number 3, C, carries -0.9862; number 4, C, carries -1.1865; number 5, H, carries 0.3717; number 6, H, carries 0.1807


Record 10
DFT (wB97M-V/def2-TZVPD) results for the ion C5H14BClO4PS with charge +1 at a distorted geometry.

Positions of all 27 atoms, in Å:
C: -3.458 0.315 0.269
O: -2.832 -1.010 0.137
B: -1.979 -1.114 -1.063
O: -2.215 -0.474 -2.373
P: -0.406 -2.257 -0.913
C: 1.148 -1.528 -1.748
C: 2.044 -0.536 -0.798
C: 1.235 0.138 0.458
C: 2.140 1.205 1.343
S: 1.035 2.479 2.223
O: 1.863 3.782 2.529
O: -0.139 2.959 1.284
Cl: 0.123 1.664 3.933
H: -4.461 0.145 0.892
H: -2.823 1.077 0.934
H: -3.789 0.814 -0.737
H: -1.588 0.287 -2.549
H: -0.759 -3.462 -1.677
H: -0.194 -2.720 0.448
H: 1.808 -2.458 -2.098
H: 0.885 -0.931 -2.732
H: 2.405 0.366 -1.490
H: 3.040 -1.039 -0.384
H: 0.296 0.699 0.043
H: 0.956 -0.753 1.194
H: 2.700 0.592 2.177
H: 2.963 1.761 0.695

charge	+1
electronic energy	-1724.07956	Ha

Atom charges from the Mulliken analysis, given in e for atoms 1 to 6: number 1, C, carries -0.5298; number 2, O, carries -0.3765; number 3, B, carries 0.5634; number 4, O, carries -0.4419; number 5, P, carries 0.0206; number 6, C, carries -0.5611


Record 11
DFT (wB97M-V/def2-TZVPD) results for a cluster of 2 separate species, C5H14BFO7PS in total.

Positions of all 30 atoms, in Å:
O: -3.508 1.478 -3.004
P: -3.650 0.584 -1.836
O: -5.246 0.494 -1.431
O: -3.361 -0.955 -2.346
B: -2.634 0.974 -0.252
C: -1.073 0.463 -0.356
C: -0.335 0.770 -1.670
C: 0.876 -0.142 -1.888
F: 0.869 -0.724 -3.175
H: -5.290 0.094 -0.556
H: -3.797 -1.578 -1.760
H: -3.180 0.351 0.673
H: -2.745 2.157 0.000
H: -0.530 0.984 0.441
H: -1.037 -0.601 -0.116
H: 0.042 1.793 -1.612
H: -0.972 0.646 -2.547
H: 0.869 -0.977 -1.185
H: 1.824 0.397 -1.833
C: 3.727 -1.387 2.508
C: 3.889 -0.112 1.703
O: 2.559 0.211 1.294
S: 1.513 -0.232 2.422
O: 1.212 0.879 3.246
O: 0.515 -1.031 1.832
O: 2.519 -1.186 3.247
H: 3.606 -2.257 1.860
H: 4.547 -1.554 3.203
H: 4.509 -0.242 0.821
H: 4.280 0.703 2.316

charge	-1
electronic energy	-1589.96784	Ha

Atom charges from the Mulliken analysis, given in e for atoms 1 to 6: number 1, O, carries -0.7331; number 2, P, carries 0.5885; number 3, O, carries -0.5944; number 4, O, carries -0.5253; number 5, B, carries 0.4122; number 6, C, carries -0.6315